1.
{"formula": "C10H18N2O5", "method": "ωB97M-V/def2-TZVPD", "symbols": ["C", "C", "C", "C", "C", "C", "C", "C", "C", "C", "H", "H", "H", "H", "H", "H", "H", "H", "H", "H", "H", "H", "H", "H", "H", "H", "H", "H", "N", "N", "O", "O", "O", "O", "O"], "coordinates": [[-1.443, -1.113, 0.211], [0.073, -0.869, 0.157], [-2.173, 0.219, -0.015], [-3.689, 0.131, 0.101], [-4.304, 1.507, -0.132], [-4.280, -0.898, -0.872], [1.933, -0.142, -1.229], [2.933, -0.817, -0.293], [2.022, 1.387, -1.112], [1.419, 1.955, 0.186], [-1.520, -1.092, 2.274], [-1.346, -2.585, 1.609], [-1.701, -1.816, -0.574], [-1.908, 0.623, -1.015], [-1.818, 0.982, 0.704], [-3.945, -0.191, 1.128], [-4.085, 1.870, -1.129], [-3.877, 2.269, 0.562], [-5.371, 1.477, 0.003], [-5.362, -0.887, -0.819], [-3.960, -1.913, -0.617], [-3.983, -0.662, -1.928], [-0.002, -0.607, -1.859], [2.270, -0.421, -2.244], [3.065, 1.680, -1.207], [1.428, 1.847, -1.938], [2.937, 1.323, 1.120], [3.570, -2.511, 0.236], [-1.846, -1.703, 1.489], [0.612, -0.677, -1.087], [0.778, -0.832, 1.149], [3.735, -0.237, 0.387], [0.314, 2.452, 0.202], [2.188, 1.909, 1.270], [2.897, -2.152, -0.401]], "forces_ev_per_angstrom": [[0.26, 0.26, 0.80], [-0.17, 0.07, -0.06], [0.22, 0.47, -0.11], [-0.34, -0.29, 0.09], [0.82, 0.49, 0.63], [0.46, 0.22, -0.39], [0.58, 0.14, -0.47], [-0.42, -0.57, -0.17], [-0.83, 0.35, -0.23], [-0.49, 0.15, -0.45], [-0.31, -0.65, -0.98], [-0.17, 0.25, 0.08], [-0.09, -0.14, -0.24], [-0.11, -0.18, 0.37], [0.08, -0.40, -0.22], [0.17, 0.08, -0.39], [-0.02, 0.01, -0.38], [-0.32, -0.55, -0.32], [-0.50, 0.05, 0.04], [-0.25, 0.04, -0.06], [0.04, 0.11, -0.13], [-0.20, -0.23, 0.77], [-0.50, 0.06, -0.67], [0.00, 0.13, 0.34], [0.07, 0.09, -0.02], [0.53, -0.39, 0.61], [0.45, -0.37, -0.14], [-0.79, 0.44, -0.72], [0.53, 0.40, 0.52], [0.01, -0.18, 0.90], [-0.04, 0.03, -0.09], [0.30, 0.26, 0.16], [0.73, -0.31, 0.05], [-0.49, 0.43, 0.22], [0.80, -0.24, 0.68]], "lowdin_charge": [-0.32, -0.41, -0.16, -0.45, -0.09, -0.08, -0.21, -0.49, -0.03, -0.52, 0.11, 0.08, 0.14, 0.13, 0.13, 0.13, 0.07, 0.09, 0.07, 0.07, 0.07, 0.10, 0.14, 0.17, 0.13, 0.14, 0.08, 0.16, 0.06, 0.13, 0.10, 0.11, 0.09, 0.13, 0.13], "gap_ev": 9.95, "energy_ev": -23881.56845, "smiles": "CC(C)C[C@H](N)C(=O)N[C@@H](CC(=O)O)C(=O)O", "e_lumo_ev": 0.35, "de_lowest_kcal_mol": 5.1}

2.
{"formula": "C44H31Cl5CoF9N3O2P", "method": "ωB97M-V/def2-TZVPD", "symbols": ["Co", "O", "C", "C", "C", "C", "C", "C", "C", "O", "N", "N", "C", "C", "C", "C", "C", "C", "N", "H", "H", "H", "H", "H", "H", "H", "H", "H", "H", "Cl", "C", "C", "C", "Cl", "C", "Cl", "C", "Cl", "C", "Cl", "F", "C", "F", "F", "C", "C", "C", "C", "C", "C", "P", "C", "C", "C", "C", "C", "C", "C", "F", "F", "F", "C", "C", "C", "C", "C", "C", "C", "F", "F", "F", "H", "H", "H", "H", "H", "H", "H", "H", "H", "H", "H", "H", "C", "C", "C", "C", "H", "H", "H", "H", "H", "H", "H", "H", "H"], "coordinates": [[-0.023, -0.208, -0.983], [1.183, -4.161, 2.637], [-0.151, -4.083, 2.778], [-0.763, -4.940, 3.694], [-2.133, -4.916, 3.875], [-2.926, -4.035, 3.149], [-2.319, -3.180, 2.248], [-0.941, -3.180, 2.040], [-0.374, -2.243, 1.025], [-1.172, -1.457, 0.427], [0.926, -2.345, 0.809], [1.309, -1.485, -0.182], [2.526, -1.493, -0.666], [2.757, -0.669, -1.783], [4.026, -0.571, -2.409], [4.193, 0.177, -3.535], [3.072, 0.850, -4.087], [1.877, 0.731, -3.420], [1.676, 0.045, -2.291], [1.419, -3.509, 1.917], [-0.132, -5.622, 4.248], [-2.586, -5.594, 4.588], [-3.998, -4.018, 3.283], [-2.903, -2.477, 1.667], [3.316, -2.121, -0.264], [4.860, -1.107, -1.975], [5.167, 0.247, -4.002], [3.139, 1.435, -4.992], [0.997, 1.243, -3.802], [-1.909, -0.167, -2.567], [-2.864, -1.444, -1.868], [-2.298, -2.713, -1.741], [-3.077, -3.677, -1.102], [-2.421, -5.258, -0.861], [-4.347, -3.393, -0.608], [-5.259, -4.616, 0.191], [-4.873, -2.111, -0.741], [-6.430, -1.735, -0.110], [-4.122, -1.125, -1.374], [-4.742, 0.475, -1.501], [-4.223, 3.999, 4.688], [-3.549, 2.846, 4.909], [-2.924, 3.001, 6.095], [-4.474, 1.887, 5.075], [-2.582, 2.542, 3.799], [-2.822, 1.507, 2.914], [-1.923, 1.267, 1.878], [-0.793, 2.064, 1.739], [-0.553, 3.093, 2.652], [-1.443, 3.340, 3.675], [0.333, 1.666, 0.341], [1.922, 1.683, 1.260], [2.871, 2.700, 1.239], [4.033, 2.588, 1.984], [4.245, 1.459, 2.764], [3.303, 0.438, 2.798], [2.150, 0.550, 2.041], [5.527, 1.336, 3.537], [6.561, 0.956, 2.754], [5.449, 0.434, 4.532], [5.894, 2.509, 4.100], [0.357, 3.256, -0.579], [1.352, 3.450, -1.540], [1.342, 4.567, -2.356], [0.321, 5.500, -2.232], [-0.689, 5.311, -1.297], [-0.668, 4.195, -0.477], [0.325, 6.741, -3.074], [0.912, 7.782, -2.438], [-0.920, 7.148, -3.393], [0.993, 6.579, -4.232], [-3.693, 0.877, 3.024], [-2.073, 0.435, 1.200], [0.337, 3.703, 2.561], [-1.256, 4.139, 4.379], [2.715, 3.590, 0.645], [4.766, 3.383, 1.962], [3.467, -0.445, 3.398], [1.435, -0.264, 2.046], [2.134, 2.715, -1.672], [2.121, 4.695, -3.095], [-1.495, 6.027, -1.208], [-1.465, 4.059, 0.241], [0.649, -3.906, -3.929], [-0.826, -3.791, -3.548], [-1.611, -3.080, -4.643], [-0.909, -3.049, -2.207], [0.778, -4.497, -4.837], [1.231, -4.370, -3.134], [1.075, -2.915, -4.106], [-1.229, -4.802, -3.425], [-1.253, -2.057, -4.766], [-2.679, -3.036, -4.424], [-1.490, -3.589, -5.600], [-0.314, -2.138, -2.308], [-0.420, -3.625, -1.419]], "forces_ev_per_angstrom": [[0.32, 0.35, 0.59], [-0.03, 0.00, 0.02], [-0.05, -0.02, 0.01], [0.03, 0.04, -0.05], [-0.02, -0.04, 0.03], [0.03, -0.01, 0.02], [0.00, 0.06, 0.00], [0.07, 0.02, -0.02], [-0.15, -0.45, 0.47], [-0.10, 0.37, -0.21], [0.25, 0.02, -0.11], [-0.27, 0.06, 0.18], [0.16, -0.02, -0.11], [0.14, 0.05, -0.07], [0.04, -0.01, 0.00], [0.04, 0.02, -0.05], [0.05, -0.07, 0.06], [-0.22, 0.17, -0.06], [0.05, -0.16, 0.02], [0.04, 0.05, -0.08], [0.01, -0.02, 0.02], [-0.02, -0.02, 0.02], [-0.04, 0.00, 0.01], [0.00, 0.03, 0.01], [0.01, -0.07, 0.05], [0.01, -0.03, 0.04], [0.01, 0.01, -0.03], [0.00, 0.03, -0.05], [-0.01, 0.04, -0.03], [-0.15, 0.06, -0.07], [0.16, 0.01, -0.09], [-0.21, -0.08, 0.03], [0.07, 0.01, -0.07], [-0.05, 0.01, 0.00], [-0.10, 0.01, 0.03], [0.00, 0.06, -0.03], [0.06, -0.10, 0.02], [-0.02, -0.04, 0.01], [0.06, -0.09, 0.03], [0.02, 0.02, -0.02], [0.05, -0.04, -0.01], [0.01, 0.00, 0.02], [-0.02, 0.00, -0.07], [0.05, 0.03, -0.02], [-0.03, 0.03, 0.08], [0.03, 0.04, -0.02], [0.03, 0.12, 0.07], [-0.04, -0.18, -0.15], [0.05, -0.01, -0.07], [-0.16, -0.10, 0.04], [-0.21, -0.10, -0.36], [-0.04, -0.11, -0.06], [-0.03, -0.03, 0.02], [-0.01, -0.07, 0.06], [0.09, 0.00, 0.04], [0.05, 0.07, -0.02], [0.06, 0.07, -0.04], [-0.01, 0.01, 0.00], [-0.06, 0.03, 0.02], [-0.02, 0.04, -0.04], [-0.02, -0.05, -0.04], [-0.03, -0.08, 0.09], [-0.01, 0.01, -0.02], [-0.04, 0.04, 0.01], [-0.04, 0.06, 0.00], [0.07, 0.02, -0.08], [0.08, -0.02, -0.02], [0.00, -0.02, -0.01], [-0.03, -0.05, -0.03], [0.04, 0.00, 0.02], [-0.02, 0.00, 0.05], [-0.04, 0.01, 0.04], [0.00, -0.03, -0.02], [0.03, 0.00, -0.03], [-0.02, 0.01, 0.05], [-0.03, 0.01, -0.02], [0.04, 0.00, 0.03], [0.04, -0.01, 0.03], [-0.04, 0.00, 0.00], [0.03, -0.08, 0.04], [-0.01, 0.04, -0.02], [0.01, 0.04, -0.03], [-0.02, -0.03, 0.03], [0.00, 0.01, -0.01], [0.07, -0.10, 0.02], [0.00, 0.03, -0.06], [0.03, 0.17, 0.01], [-0.01, -0.02, -0.04], [0.00, -0.04, 0.05], [0.00, 0.04, 0.00], [-0.04, 0.05, 0.03], [0.03, 0.04, -0.01], [-0.03, -0.01, 0.04], [0.01, -0.05, -0.03], [-0.07, -0.01, 0.00], [0.01, -0.04, -0.06]], "lowdin_charge": [0.09, 0.03, -0.28, -0.03, -0.10, -0.11, -0.05, -0.07, -0.46, -0.12, 0.04, -0.12, -0.13, -0.29, -0.07, -0.12, -0.12, -0.21, 0.01, 0.06, 0.11, 0.09, 0.09, 0.10, 0.11, 0.10, 0.09, 0.08, 0.10, 0.81, -0.56, -0.26, -0.60, 0.76, -0.70, 0.69, -0.71, 0.68, -0.69, 0.69, 0.13, -0.58, 0.13, 0.13, -0.12, 0.01, -0.05, -0.33, -0.07, -0.01, 1.10, -0.31, -0.06, -0.01, -0.13, 0.01, -0.07, -0.58, 0.13, 0.13, 0.12, -0.32, -0.09, 0.00, -0.13, -0.01, -0.06, -0.58, 0.13, 0.13, 0.13, 0.12, 0.08, 0.11, 0.12, 0.10, 0.12, 0.12, 0.10, 0.10, 0.12, 0.12, 0.10, -0.07, -0.42, -0.07, -0.19, 0.07, 0.08, 0.08, 0.11, 0.07, 0.08, 0.08, 0.07, 0.10], "gap_ev": [4.52, 6.49], "energy_ev": -188687.53162, "e_lumo_ev": [2.06, 2.06], "spin_multiplicity": 4, "charge": -1, "de_lowest_kcal_mol": 0.0}

3.
{"formula": "C5H14N4", "method": "ωB97M-V/def2-TZVPD", "symbols": ["C", "C", "C", "N", "N", "H", "H", "H", "H", "H", "H", "H", "H", "C", "N", "C", "N", "H", "H", "H", "H", "H", "H"], "coordinates": [[1.052, 0.399, 1.822], [-1.345, 0.828, 1.151], [0.040, 0.392, 0.675], [1.773, 1.463, -0.679], [0.380, 1.090, -0.581], [2.138, 1.866, 0.184], [1.841, 2.202, -1.377], [2.031, 0.017, 1.517], [1.188, 1.410, 2.216], [-1.290, 1.836, 1.574], [-1.731, 0.162, 1.931], [-2.060, 0.855, 0.326], [0.694, -0.236, 2.639], [-0.681, -0.927, -2.371], [-0.793, -2.028, 0.303], [0.307, -0.511, -1.311], [0.064, -0.934, 0.014], [-1.747, -1.724, 0.472], [-0.448, -2.512, 1.134], [1.347, -0.526, -1.650], [-1.719, -0.859, -2.040], [-0.493, -1.960, -2.688], [-0.547, -0.304, -3.262]], "forces_ev_per_angstrom": [[0.13, 0.45, -0.04], [0.02, 0.06, 0.14], [-0.15, -1.43, 0.18], [0.27, 0.13, -0.19], [0.09, -1.62, -1.83], [-0.42, -0.16, -0.04], [-0.24, -0.12, 0.20], [-0.24, 0.02, -0.13], [-0.06, -0.03, 0.13], [0.04, -0.10, -0.08], [0.09, 0.04, -0.05], [0.13, -0.04, -0.03], [-0.08, 0.11, -0.15], [0.02, 0.55, -0.26], [0.55, 0.53, 0.01], [0.17, 2.67, 0.61], [-0.24, -0.88, 1.48], [-0.05, 0.04, 0.06], [-0.13, 0.19, -0.38], [0.00, -0.55, -0.04], [0.09, 0.04, 0.02], [0.06, 0.12, 0.27], [-0.05, -0.01, 0.12]], "lowdin_charge": [-0.04, -0.04, -0.56, -0.01, -0.04, 0.06, 0.07, 0.08, 0.08, 0.08, 0.07, 0.08, 0.08, -0.06, 0.07, -0.23, -0.17, 0.06, 0.08, 0.11, 0.07, 0.08, 0.07], "gap_ev": 8.48, "energy_ev": -11369.18761, "smiles": "CC1N(N)C(C)(C)N1N", "e_lumo_ev": 0.98, "de_lowest_kcal_mol": 74.4}